C22H23N4PdS2 as an isolated structure. Source: the Open Molecules 2025 dataset; level of theory: ωB97M-V with the def2-TZVPD basis set.

Computed properties:
- energy relative to the best compared isomer or geometry (same formula, charge and spin) (kJ/mol) = 21.9
- M (g mol⁻¹) = 514.01
- 2S+1 = 3
- net charge = -1

Cartesian coordinates (Å):
Pd 0.31819 0.84202 -0.38410
C -2.68187 5.55881 1.63249
S -2.28662 5.55362 -0.14482
C -1.46456 3.97813 -0.23436
S -2.59977 2.64371 -0.30426
N -0.18871 4.01881 -0.23762
N 0.59359 2.94025 -0.27351
C 1.89359 3.25082 -0.34895
C 2.87710 2.26189 -0.38964
C 4.25726 2.59353 -0.44377
C 5.19837 1.60534 -0.45883
C 4.77744 0.26419 -0.41284
C 3.42235 0.00404 -0.36850
N 2.47918 0.94404 -0.36708
H -3.26304 6.45835 1.82881
H -1.76047 5.57378 2.21086
H -3.26735 4.67371 1.86971
H 2.16501 4.30026 -0.38015
H 4.53665 3.63928 -0.47020
H 6.25402 1.84528 -0.49877
H 5.48900 -0.54920 -0.41523
H 3.08116 -1.01876 -0.32993
C -3.42989 -2.26518 0.23251
C -3.71219 -0.86156 -0.32400
C -4.79491 -0.18320 0.53843
C -4.20538 -0.98778 -1.77394
C -2.50846 -0.01486 -0.30565
C -1.73091 0.99357 -0.33648
H -4.35743 -2.84270 0.27868
H -3.00717 -2.20578 1.23686
H -2.72492 -2.79619 -0.40793
H -5.71694 -0.77307 0.53514
H -5.00982 0.81408 0.15251
H -4.44530 -0.08021 1.56660
H -5.06166 -1.66639 -1.82964
H -3.40688 -1.37766 -2.40631
H -4.50180 -0.01169 -2.16075
C 0.14313 -1.29862 -0.62519
C 1.13895 -2.24919 -0.15417
C 1.93516 -3.01418 -1.02651
C 2.84098 -3.94076 -0.55614
C 3.00474 -4.14373 0.81795
C 2.23927 -3.37424 1.70558
C 1.33914 -2.45218 1.22740
C 3.91123 -5.13211 1.29031
N 4.63719 -5.94610 1.66324
H -0.77619 -1.44880 -0.06823
H -0.04493 -1.38639 -1.69702
H 1.82946 -2.86599 -2.09481
H 3.43864 -4.52342 -1.24654
H 2.37866 -3.50533 2.77150
H 0.76766 -1.84226 1.91728